Entry 1:
{"formula": "C30H37N3O4", "method": "ωB97M-V/def2-TZVPD", "smiles": "COc1ccc(CNC(=O)C2(C[C@@H]3CC(c4ccccc4)=NO3)CCN(C(=O)C3CCCC3)CC2)cc1", "e_above_lowest_kcal_mol": 32.67, "homo_ha": -0.3076, "gap_ev": 8.68, "spin_multiplicity": 1, "symbols": ["C", "O", "C", "C", "C", "C", "C", "N", "C", "O", "C", "C", "C", "C", "C", "C", "C", "C", "C", "C", "C", "N", "O", "C", "C", "N", "C", "O", "C", "C", "C", "C", "C", "C", "C", "C", "C", "H", "H", "H", "H", "H", "H", "H", "H", "H", "H", "H", "H", "H", "H", "H", "H", "H", "H", "H", "H", "H", "H", "H", "H", "H", "H", "H", "H", "H", "H", "H", "H", "H", "H", "H", "H", "H"], "xyz": [[-2.0044, -6.7992, -2.0833], [-1.0583, -6.5398, -1.0757], [-1.1961, -5.4096, -0.3280], [-2.2149, -4.4746, -0.4743], [-2.2548, -3.3645, 0.3516], [-1.2951, -3.1632, 1.3326], [-1.3383, -1.9224, 2.1831], [-0.8993, -0.7814, 1.4052], [0.1298, 0.0003, 1.7578], [0.7327, -0.1284, 2.8073], [0.4569, 1.1076, 0.7299], [-0.7767, 2.0446, 0.6123], [-1.6647, 1.8961, -0.6284], [-2.8965, 2.8142, -0.5649], [-4.0104, 1.7906, -0.5272], [-5.4196, 2.1044, -0.4034], [-6.3611, 1.0728, -0.3639], [-7.7058, 1.3606, -0.2506], [-8.1331, 2.6779, -0.1753], [-7.2067, 3.7067, -0.2141], [-5.8577, 3.4265, -0.3270], [-3.5781, 0.5949, -0.6173], [-2.2189, 0.5645, -0.7328], [0.8687, 0.4791, -0.6104], [2.1555, -0.3300, -0.4496], [3.2268, 0.5297, 0.0088], [4.2168, 0.8663, -0.8516], [4.2541, 0.4072, -1.9798], [5.3023, 1.8024, -0.3217], [6.1619, 1.0799, 0.7452], [7.6037, 1.1402, 0.2315], [7.4449, 1.2188, -1.2822], [6.2760, 2.1836, -1.4477], [2.9431, 1.1031, 1.3016], [1.6513, 1.9272, 1.2504], [-0.2727, -4.0950, 1.4658], [-0.2229, -5.2060, 0.6515], [-2.0100, -6.0110, -2.8432], [-3.0120, -6.9130, -1.6698], [-1.6967, -7.7376, -2.5420], [-2.9806, -4.5972, -1.2240], [-3.0501, -2.6435, 0.2253], [-0.6669, -2.0035, 3.0406], [-2.3594, -1.7425, 2.5409], [-1.3896, -0.6110, 0.5376], [-0.4296, 3.0809, 0.6086], [-1.4014, 1.9133, 1.5003], [-1.0807, 2.0598, -1.5381], [-2.8994, 3.4364, 0.3311], [-2.9877, 3.4572, -1.4412], [-6.0114, 0.0546, -0.4252], [-8.4271, 0.5576, -0.2209], [-9.1856, 2.9018, -0.0872], [-7.5369, 4.7333, -0.1563], [-5.1458, 4.2376, -0.3576], [0.0840, -0.1651, -1.0057], [1.0614, 1.2741, -1.3351], [2.4577, -0.7567, -1.4074], [2.0089, -1.1357, 0.2775], [4.8260, 2.6990, 0.0817], [5.8417, 0.0406, 0.8343], [6.0704, 1.5424, 1.7281], [8.0941, 2.0449, 0.5966], [8.1896, 0.2802, 0.5529], [7.1674, 0.2429, -1.6810], [8.3476, 1.5618, -1.7857], [6.6155, 3.2124, -1.3174], [5.8003, 2.0865, -2.4218], [3.7625, 1.7330, 1.6377], [2.8151, 0.2926, 2.0250], [1.4316, 2.2876, 2.2560], [1.8058, 2.7861, 0.5919], [0.4889, -3.9478, 2.2173], [0.5638, -5.9370, 0.7507]]}

Entry 2:
{"formula": "C30H38AuGe2N8P", "method": "ωB97M-V/def2-TZVPD", "charge": 3, "e_above_lowest_kcal_mol": 0.00, "homo_ha": [-0.5983, -0.5990], "gap_ev": [7.42, 5.48], "spin_multiplicity": 2, "symbols": ["Au", "C", "N", "C", "C", "N", "C", "P", "C", "N", "C", "C", "N", "C", "C", "N", "C", "C", "N", "C", "H", "H", "H", "H", "H", "H", "H", "H", "H", "H", "H", "H", "H", "H", "H", "C", "Ge", "C", "C", "Ge", "C", "C", "C", "C", "C", "C", "C", "C", "C", "C", "C", "C", "H", "H", "H", "H", "H", "H", "H", "H", "H", "H", "H", "H", "H", "H", "H", "H", "H", "H", "H", "N", "C", "C", "N", "C", "H", "H", "H", "H"], "xyz": [[0.8861, -0.3900, -0.5988], [2.4701, 4.7557, 0.3644], [1.7735, 3.6334, -0.2811], [0.9366, 3.7522, -1.3559], [0.4871, 2.5052, -1.6474], [1.0518, 1.6334, -0.7538], [1.8397, 2.3372, 0.0752], [3.0161, 1.7045, 1.3271], [3.7284, 0.4307, 0.2327], [3.0628, -0.3776, -0.5904], [3.9839, -1.1082, -1.2894], [5.2282, -0.7265, -0.8855], [5.0553, 0.2400, 0.0644], [6.1435, 0.9453, 0.7554], [1.9271, 0.6696, 2.3462], [1.0141, -0.1856, 1.9093], [0.4824, -0.7814, 3.0186], [1.0792, -0.2670, 4.1364], [1.9891, 0.6507, 3.7036], [2.8542, 1.4580, 4.5717], [2.0659, 5.6813, -0.0331], [3.5354, 4.7129, 0.1513], [2.3085, 4.7282, 1.4380], [0.7466, 4.6983, -1.8333], [-0.1731, 2.1871, -2.4338], [3.7048, -1.8283, -2.0399], [6.2048, -1.0598, -1.1941], [7.0868, 0.5102, 0.4410], [6.0435, 0.8320, 1.8316], [6.1358, 2.0001, 0.4925], [-0.2922, -1.5263, 2.9566], [0.9367, -0.4814, 5.1826], [2.5570, 1.2930, 5.6026], [2.7440, 2.5140, 4.3390], [3.8946, 1.1636, 4.4553], [-4.7760, -1.5204, -2.6427], [-2.8707, -1.7398, -2.6844], [-2.3381, -3.5859, -2.4985], [-1.9218, -0.8312, -4.1103], [-1.6003, -0.3025, -0.5898], [-2.5117, -1.0642, 0.9486], [-2.5784, -0.3071, 2.1203], [-3.0751, -0.8777, 3.2843], [-3.5102, -2.1950, 3.2927], [-3.4427, -2.9575, 2.1335], [-2.9524, -2.3928, 0.9651], [-2.3638, 1.4713, -0.7713], [-1.9992, 2.4658, 0.1432], [-2.4901, 3.7547, 0.0067], [-3.3277, 4.0754, -1.0534], [-3.6632, 3.1080, -1.9893], [-3.1874, 1.8107, -1.8467], [-5.1234, -2.1311, -3.4834], [-5.0935, -0.4924, -2.7931], [-5.2130, -1.9073, -1.7240], [-2.7350, -4.0684, -3.3985], [-2.7836, -4.0727, -1.6351], [-1.2626, -3.7088, -2.4768], [-2.0195, -1.4810, -4.9858], [-0.8630, -0.7052, -3.8862], [-2.3607, 0.1380, -4.3350], [-2.2889, 0.7349, 2.1310], [-3.1367, -0.2792, 4.1843], [-3.9330, -2.6197, 4.1934], [-3.7774, -3.9865, 2.1382], [-2.9370, -2.9918, 0.0660], [-1.3410, 2.2407, 0.9765], [-2.2191, 4.5139, 0.7300], [-3.7332, 5.0745, -1.1415], [-4.3003, 3.3591, -2.8271], [-3.4872, 1.0685, -2.5744], [1.3362, -4.4827, -0.3128], [1.3059, -4.3997, -1.6839], [1.0388, -3.1023, -1.9745], [0.9096, -2.4113, -0.7804], [1.1046, -3.2735, 0.2044], [1.5136, -5.3204, 0.2227], [1.4696, -5.2495, -2.3244], [0.9419, -2.6225, -2.9329], [1.0884, -3.0401, 1.2566]]}

Entry 3:
{"formula": "C30H38BCsN4O4Si", "method": "ωB97M-V/def2-TZVPD", "charge": -2, "e_above_lowest_kcal_mol": 19.71, "homo_ha": -0.0321, "gap_ev": 4.82, "spin_multiplicity": 1, "symbols": ["Cs", "C", "O", "C", "C", "C", "C", "C", "C", "N", "N", "C", "C", "O", "C", "C", "C", "C", "C", "C", "C", "C", "H", "H", "H", "H", "H", "H", "H", "H", "H", "H", "H", "H", "H", "N", "C", "C", "C", "C", "N", "H", "H", "H", "H", "H", "H", "H", "H", "H", "H", "H", "H", "C", "Si", "C", "C", "H", "H", "H", "H", "H", "H", "H", "H", "H", "O", "B", "O", "C", "C", "C", "C", "C", "C", "H", "H", "H", "H"], "xyz": [[1.4494, -0.7252, 1.0031], [1.1958, -2.1200, -2.7415], [-0.0688, -2.3964, -2.1768], [-0.6416, -3.5944, -2.4522], [-0.1448, -4.5013, -3.3714], [-0.8139, -5.6992, -3.6235], [-1.9827, -5.9917, -2.9422], [-2.4785, -5.0959, -2.0080], [-1.8292, -3.8846, -1.7330], [-2.1803, -3.0479, -0.6964], [-3.3911, -3.1108, -0.3264], [-3.7568, -2.4699, 0.8016], [-2.8193, -1.8867, 1.7456], [-1.5941, -2.0748, 1.6989], [-3.4105, -1.0612, 2.7916], [-4.7423, -0.9335, 2.9643], [-5.6772, -1.6442, 2.1448], [-7.0618, -1.5799, 2.3677], [-7.9467, -2.2950, 1.5966], [-7.4562, -3.1000, 0.5589], [-6.1083, -3.1469, 0.2947], [-5.1756, -2.4263, 1.0726], [1.1357, -2.0214, -3.8322], [1.9286, -2.8941, -2.4950], [1.5234, -1.1750, -2.3148], [0.7799, -4.3047, -3.8975], [-0.3999, -6.3964, -4.3418], [-2.4971, -6.9287, -3.1242], [-3.3754, -5.3164, -1.4450], [-2.7162, -0.5267, 3.4301], [-5.1328, -0.2847, 3.7430], [-7.4256, -0.9541, 3.1771], [-9.0129, -2.2334, 1.7824], [-8.1476, -3.6922, -0.0300], [-5.7229, -3.7512, -0.5139], [-0.4063, 1.5191, -2.1778], [0.2220, 2.6177, -2.9092], [1.6121, 2.9025, -2.3415], [1.5852, 3.9102, -1.1941], [2.9679, 4.1056, -0.5784], [3.3382, 2.8927, 0.1246], [-1.3509, 1.3436, -2.4924], [-0.4448, 1.7305, -1.1870], [-0.3712, 3.5477, -2.8893], [0.3062, 2.3081, -3.9549], [2.2609, 3.2830, -3.1362], [2.0360, 1.9635, -1.9811], [0.9170, 3.5557, -0.4021], [1.2112, 4.8739, -1.5562], [2.9510, 5.0082, 0.0551], [3.6979, 4.2781, -1.3772], [2.7360, 2.7449, 0.9318], [4.2979, 2.9025, 0.4418], [5.9816, -2.4937, -1.3719], [4.8235, -0.9316, -1.3322], [6.1159, 0.3473, -0.6580], [4.9391, -0.4379, -3.2078], [6.9202, -2.3021, -1.9126], [5.4896, -3.3468, -1.8503], [6.2460, -2.8042, -0.3553], [7.0784, 0.2858, -1.1866], [6.3116, 0.1862, 0.4074], [5.7341, 1.3664, -0.7707], [5.9771, -0.4507, -3.5715], [4.5515, 0.5750, -3.3615], [4.3560, -1.1074, -3.8490], [1.3175, 2.3758, 4.3471], [1.1009, 2.2902, 2.9141], [0.4063, 3.5272, 2.5929], [0.2366, 4.2414, 3.7277], [-0.3704, 5.4658, 3.9165], [-0.4016, 5.9832, 5.2134], [0.1558, 5.2875, 6.2756], [0.7637, 4.0448, 6.0833], [0.7958, 3.5370, 4.8009], [-0.8161, 6.0004, 3.0870], [-0.8803, 6.9390, 5.3928], [0.1103, 5.7079, 7.2736], [1.1877, 3.4912, 6.9118]]}

Entry 4:
{"formula": "C30H38BrCl5MgN5O3SSi", "method": "ωB97M-V/def2-TZVPD", "charge": -1, "e_above_lowest_kcal_mol": 15.58, "homo_ha": -0.1791, "gap_ev": 7.10, "spin_multiplicity": 1, "symbols": ["Mg", "N", "C", "S", "N", "N", "C", "C", "C", "C", "C", "C", "N", "H", "H", "H", "H", "H", "H", "H", "Cl", "C", "C", "C", "Cl", "C", "C", "C", "C", "N", "C", "C", "O", "H", "H", "H", "H", "C", "C", "C", "C", "Si", "Br", "C", "C", "C", "C", "C", "C", "C", "C", "H", "H", "H", "H", "H", "H", "H", "H", "H", "H", "H", "H", "H", "H", "H", "H", "H", "H", "H", "H", "H", "H", "H", "H", "H", "H", "H", "Cl", "C", "Cl", "Cl", "C", "O", "O"], "xyz": [[-2.3297, 0.0441, 1.7206], [-5.6696, 2.9557, 2.1251], [-4.7627, 1.9953, 2.4360], [-5.0968, 0.3488, 2.0555], [-3.7000, 2.5071, 3.0912], [-2.6595, 1.6686, 3.1102], [-1.6481, 1.9921, 3.8379], [-0.4431, 1.1453, 3.7548], [0.6529, 1.3365, 4.5892], [1.7341, 0.4804, 4.4837], [1.7068, -0.5514, 3.5562], [0.5881, -0.6690, 2.7509], [-0.4528, 0.1597, 2.8358], [-6.3527, 2.6746, 1.4402], [-5.2726, 3.8762, 2.0075], [-1.6639, 2.8794, 4.4626], [0.6418, 2.1455, 5.3088], [2.5959, 0.6142, 5.1267], [2.5327, -1.2414, 3.4477], [0.5016, -1.4351, 1.9870], [-1.9293, -3.7114, -1.3640], [-2.6076, -3.7276, 0.2402], [-3.3165, -4.8672, 0.6602], [-3.8342, -4.9571, 1.9135], [-4.6872, -6.4123, 2.3952], [-3.6837, -3.8848, 2.8269], [-4.1623, -3.8735, 4.1559], [-3.9767, -2.7693, 4.9353], [-3.3323, -1.6435, 4.3905], [-2.8641, -1.6256, 3.1711], [-3.0021, -2.7357, 2.3848], [-2.3972, -2.6290, 1.0606], [-1.7261, -1.5744, 0.7483], [-3.4474, -5.6869, -0.0339], [-4.6744, -4.7458, 4.5414], [-4.3372, -2.7396, 5.9550], [-3.2330, -0.7256, 4.9607], [4.6576, -0.9385, -2.3359], [3.3452, -0.8912, -1.5322], [2.5608, -2.1814, -1.8201], [3.6898, -0.9424, -0.0319], [2.3056, 0.6592, -1.9861], [0.8314, 0.8704, -0.3186], [3.3402, 2.2753, -1.9702], [4.2832, 2.2853, -0.7548], [4.1862, 2.4252, -3.2480], [2.4588, 3.5319, -1.8340], [1.2613, 0.4326, -3.5587], [2.1158, -0.0746, -4.7355], [0.6350, 1.7734, -3.9687], [0.0948, -0.5533, -3.3290], [5.1747, -1.8819, -2.1195], [5.3381, -0.1283, -2.0733], [4.4919, -0.8974, -3.4159], [3.1565, -3.0333, -1.4674], [2.3697, -2.3367, -2.8811], [1.6033, -2.2056, -1.2925], [4.2828, -1.8485, 0.1530], [2.7913, -0.9949, 0.5842], [4.2729, -0.0892, 0.3098], [5.0501, 1.5126, -0.8058], [3.7357, 2.1644, 0.1838], [4.7976, 3.2540, -0.7192], [4.8551, 1.5805, -3.4212], [4.8081, 3.3255, -3.1638], [3.5636, 2.5453, -4.1367], [1.8032, 3.4845, -0.9631], [1.8376, 3.7160, -2.7069], [3.1190, 4.4006, -1.7110], [2.9437, 0.5963, -4.9782], [1.4802, -0.1475, -5.6268], [2.5339, -1.0662, -4.5550], [1.3829, 2.4909, -4.3097], [0.0599, 2.2262, -3.1592], [-0.0527, 1.5949, -4.8049], [0.4266, -1.5759, -3.1655], [-0.5391, -0.5514, -4.2248], [-0.5369, -0.2677, -2.4844], [-2.6311, 1.7190, -3.0483], [-3.6844, 1.2511, -1.6625], [-3.5980, -0.5021, -1.4656], [-5.3698, 1.7283, -2.0154], [-3.1348, 2.0456, -0.4243], [-3.4293, 3.2230, -0.3840], [-2.3591, 1.3787, 0.3093]]}